Record 1
77
Properties=species:S:1:pos:R:3 method="wB97M-V/def2-TZVPD" homo_energy_ha="-0.140 / -0.191" lumo_energy_ev="2.01 / 1.88" multiplicity=2 e_above_lowest_kcal_mol=25.7 charge=-1 orbital_gap_ev="5.8313 / 7.0793"
Ti -0.96937 -0.75186 0.25501
C 3.47620 -1.44831 2.40650
C 2.92782 -0.08478 2.73173
C 3.15907 0.51924 3.96868
C 2.71662 1.81062 4.17754
C 2.01990 2.45656 3.16720
C 1.76455 1.76171 1.99009
N 2.23521 0.52956 1.77166
Sb 0.49656 2.92336 0.68611
C 1.20749 2.83378 -1.34841
C 2.18608 3.73207 -1.75521
C 2.55532 3.74336 -3.09204
C 1.92806 2.87812 -3.96902
C 0.93899 2.01674 -3.48953
C 0.22988 1.03920 -4.39239
N 0.58408 2.01271 -2.20276
C -1.34452 1.84443 0.36937
C -2.26349 2.56588 -0.40765
C -3.59997 2.29286 -0.29638
C -4.03339 1.41432 0.72293
C -3.12726 0.73271 1.47306
C -3.52363 -0.08698 2.66068
N -1.76785 0.84152 1.21050
H 4.56295 -1.40488 2.29402
H 3.24988 -2.16581 3.19875
H 3.04362 -1.80251 1.47205
H 3.68776 -0.02101 4.74578
H 2.89639 2.30659 5.12537
H 1.66356 3.47084 3.29294
H 2.65689 4.39688 -1.04029
H 3.32504 4.42066 -3.44402
H 2.18818 2.86684 -5.02150
H 0.88154 0.19089 -4.61863
H -0.65688 0.64804 -3.88469
H -0.05653 1.50503 -5.33806
H -1.90732 3.33110 -1.08735
H -4.31930 2.78208 -0.94068
H -5.08825 1.28139 0.92697
H -4.54599 -0.45047 2.55016
H -2.86280 -0.93776 2.79685
H -3.47241 0.53147 3.56019
Cl -0.17038 -3.74001 -0.01613
C -0.00509 -3.26729 1.66125
C -0.14622 -1.91241 1.96786
C 0.01603 -1.61910 3.31819
Cl -0.13795 0.02409 3.91675
C 0.33222 -2.58512 4.28492
Cl 0.60542 -2.14171 5.93980
C 0.43655 -3.92003 3.91794
Cl 0.78333 -5.13391 5.10079
C 0.25898 -4.26881 2.58384
Cl 0.38692 -5.92137 2.08955
Br -6.91082 -1.16968 -3.35849
C -5.51747 -1.47573 -2.11473
C -5.67238 -2.41936 -1.10387
Br -7.25120 -3.45108 -0.95777
C -4.63061 -2.61043 -0.17222
Br -4.75257 -3.79197 1.29348
C -3.46690 -1.88387 -0.27607
O -2.44944 -1.93225 0.58051
C -3.28396 -0.96121 -1.32945
O -2.11290 -0.34965 -1.32433
C -4.31683 -0.74065 -2.21609
Br -4.03876 0.60515 -3.51481
Br 5.56073 1.93488 -1.38942
C 4.35294 0.73825 -2.22069
C 4.61669 0.26766 -3.49494
N 3.79095 -0.56145 -4.13421
C 2.66296 -0.91264 -3.50602
C 2.32969 -0.47193 -2.23790
C 3.19928 0.35697 -1.56445
C 1.01081 -0.87069 -1.64750
O 0.31911 -1.69806 -2.19702
O 0.67321 -0.28309 -0.51940
H 5.52370 0.55849 -4.01386
H 1.99019 -1.58224 -4.02884
H 2.97110 0.66404 -0.54217

Record 2
77
Properties=species:S:1:pos:R:3 method="wB97M-V/def2-TZVPD" homo_energy_ha=-0.334 lumo_energy_ev=-1.98 smiles="O=C(Br)CC1=C(P(O)I)C(=O)OC1=O.O=C1C=CC(=O)C=C1.O=C1C=CC(=O)C=C1.O=C1C=CC(=O)C=C1.O=C1C=CC(=O)C=C1.O=C1C=CC(=O)C=C1" multiplicity=1 orbital_gap_ev=7.1049
O 1.75660 3.91998 0.64691
C 0.90935 3.16043 0.94018
Br -0.43084 3.69032 2.22152
C 0.86211 1.76064 0.37709
C -0.15947 0.78623 0.83634
C -1.46578 0.69437 0.54730
P -2.47889 1.98690 -0.29093
O -3.44708 2.37043 0.96917
I -4.17751 0.95777 -1.67205
C -1.86512 -0.68835 0.94232
O -2.59780 -1.40177 0.33922
O -0.93045 -1.17136 1.86551
C 0.07705 -0.23800 1.88762
O 0.74777 -0.01561 2.85531
H 0.72584 1.86012 -0.70297
H 1.86447 1.34770 0.48390
H -2.90409 2.76303 1.66931
C 0.52878 2.61187 8.29990
C -0.58838 2.16311 7.73603
C -0.58620 1.61744 6.35400
O -1.60605 1.21636 5.83648
C 0.70862 1.58647 5.62938
C 1.82477 2.03707 6.19497
C 1.82469 2.58526 7.57316
O 2.84074 2.99908 8.08991
H 0.55275 3.01637 9.30396
H -1.54369 2.17447 8.24522
H 0.68573 1.18351 4.62728
H 2.77923 2.02939 5.68367
C -2.09345 -1.73699 -5.06540
C -2.24639 -3.05753 -5.04887
C -3.59665 -3.66604 -5.13581
O -3.74554 -4.87102 -5.11987
C -4.76382 -2.75276 -5.24236
C -4.60567 -1.43227 -5.25764
C -3.25464 -0.82033 -5.17157
O -3.09822 0.38013 -5.17883
H -1.12122 -1.26489 -5.00016
H -1.41023 -3.74211 -4.96895
H -5.73665 -3.22371 -5.30391
H -5.43966 -0.74576 -5.33202
C 0.96602 -7.53958 -4.44654
C 0.81063 -8.85953 -4.43007
C -0.53920 -9.47734 -4.51745
O -0.67720 -10.68017 -4.50050
C -1.70400 -8.56350 -4.62513
C -1.55175 -7.24148 -4.64204
C -0.20222 -6.63062 -4.55439
O -0.05317 -5.42444 -4.57051
H 1.93803 -7.06692 -4.38349
H 1.64591 -9.54373 -4.35286
H -2.67609 -9.03549 -4.68826
H -2.38863 -6.55713 -4.72109
C 1.65611 -1.51694 -3.70977
C 2.71312 -1.54898 -4.51598
C 3.51975 -0.32886 -4.77680
O 4.48093 -0.35391 -5.51076
C 3.09897 0.92812 -4.10205
C 2.04173 0.95898 -3.29649
C 1.23873 -0.26213 -3.03467
O 0.27077 -0.25079 -2.30118
H 1.05298 -2.39350 -3.50507
H 3.03555 -2.45260 -5.01712
H 3.69905 1.80510 -4.30822
H 1.72019 1.86829 -2.80420
C 2.08089 7.23896 6.77867
C 1.18895 6.26495 6.62688
C 0.95985 5.62358 5.30659
O 0.14143 4.73524 5.18714
C 1.77012 6.11029 4.16007
C 2.66230 7.08455 4.31286
C 2.88988 7.72694 5.63288
O 3.70375 8.61261 5.76954
H 2.26257 7.71956 7.73140
H 0.58964 5.89223 7.44789
H 1.59660 5.63346 3.20461
H 3.26276 7.45480 3.49181